(1)
{
  "formula": "C19H55BrIN4NbO4PS",
  "method": "ωB97M-V/def2-TZVPD",
  "elements": ["I", "Nb", "Br", "S", "P", "O", "O", "O", "O", "N", "N", "N", "N", "C", "C", "C", "C", "C", "C", "C", "C", "C", "C", "C", "C", "C", "C", "C", "C", "C", "C", "C", "H", "H", "H", "H", "H", "H", "H", "H", "H", "H", "H", "H", "H", "H", "H", "H", "H", "H", "H", "H", "H", "H", "H", "H", "H", "H", "H", "H", "H", "H", "H", "H", "H", "H", "H", "H", "H", "H", "H", "H", "H", "H", "H", "H", "H", "H", "H", "H", "H", "H", "H", "H", "H", "H", "H"],
  "coordinates": [[10.9977, 4.8823, -7.7989], [10.0804, 1.8670, -3.4732], [10.7263, -0.3080, -2.3158], [6.3495, 3.1640, -3.7511], [7.4366, 1.5665, -3.1726], [-5.7167, -4.2986, 2.9088], [-1.0989, -1.5183, -0.7986], [-7.6493, 0.2881, 5.2530], [5.0986, -1.3009, -3.9315], [-3.3265, -2.6707, 2.4766], [-1.5922, 0.1630, 1.5196], [-8.0822, 2.0383, 7.5387], [3.1581, 0.3230, -2.5546], [-0.7658, -0.1380, -0.8158], [2.3631, -1.9685, -2.4334], [-2.2139, -1.8913, -1.5723], [3.7831, -1.2034, -4.4263], [-9.2876, 3.0014, 5.6595], [2.7475, -0.8246, -3.3624], [-4.8618, -1.3592, 3.8259], [-6.3055, -4.2609, 4.1908], [5.4876, -2.5241, -3.3548], [12.0949, 2.6439, -5.9511], [-4.6638, -2.0843, 2.5009], [11.9768, 2.2142, -4.4719], [-7.9225, 2.5720, 6.1862], [-2.9955, 0.9982, -0.2732], [-8.7492, 0.0275, 4.4085], [-5.7712, -3.0904, 2.1732], [-7.1685, 1.6205, 5.2522], [12.0350, 4.1648, -6.0737], [-1.5614, 0.7212, 0.1712], [-8.5201, 1.1238, 7.4733], [7.1117, 1.2199, -1.8406], [2.1728, -2.8952, -2.9811], [-3.6253, 0.1185, -0.1263], [13.0157, 4.6306, -6.1720], [3.4974, -2.1289, -4.9481], [-3.4179, 1.8065, 0.3238], [-5.6741, -3.3862, 1.1253], [-9.2396, 3.2791, 4.6050], [-3.2935, -3.4790, 3.0910], [11.3051, 2.1862, -6.5497], [3.8160, -0.3988, -5.1649], [-1.9413, -0.7915, 1.4765], [-5.6138, -3.9117, 4.9615], [-4.6956, -1.3320, 1.7032], [-4.6128, -2.0025, 4.6716], [-8.7015, 0.6336, 3.4969], [-7.1718, 1.8670, 7.9531], [9.3616, 1.0511, -4.9631], [-7.1871, -3.6092, 4.2015], [12.4106, 3.0033, -3.8240], [-9.7091, 0.2113, 4.8986], [-6.1322, 1.5513, 5.5914], [-10.0200, 2.2005, 5.7722], [3.3129, 1.1377, -3.1430], [-2.2836, -1.2902, -2.4865], [-9.6502, 3.8581, 6.2266], [-1.0378, 1.6818, 0.2231], [3.1414, -2.1715, -1.6955], [-3.1252, -3.0453, 1.5533], [-0.8587, 0.2560, -1.8369], [5.2310, -2.5891, -2.2929], [11.4962, 4.6082, -5.2361], [-7.2970, 3.4680, 6.2661], [6.9249, 0.4497, -3.8531], [1.4564, -1.7166, -1.8827], [1.8472, -0.5246, -3.9130], [12.5437, 1.2830, -4.3254], [13.0467, 2.2995, -6.3795], [4.0741, 0.1289, -2.1585], [-8.7020, -1.0264, 4.1316], [-7.1556, 2.0135, 4.2266], [-3.0423, 1.2838, -1.3259], [9.8252, 3.4241, -4.2293], [9.9798, 2.8142, -1.8738], [-3.1593, -1.7928, -1.0274], [5.0274, -3.3724, -3.8770], [6.5710, -2.5923, -3.4507], [-6.7574, -2.6210, 2.2991], [-2.0819, -2.9371, -1.8508], [-5.8891, -1.0133, 3.9518], [-4.1994, -0.4941, 3.8684], [-0.6529, 0.0847, 1.8950], [-6.6149, -5.2770, 4.4342], [0.2914, -0.0905, -0.5467]],
  "forces_ev_per_a": [[-0.1, 0.0, -0.2], [1.1, -1.5, 0.8], [0.1, 0.1, 0.1], [-0.1, -0.2, 0.1], [0.1, 0.9, -0.5], [0.0, 0.0, 0.0], [0.0, 0.0, 0.1], [-0.1, 0.0, 0.1], [0.1, 0.0, 0.0], [0.1, -0.2, -0.3], [0.0, 0.0, 0.0], [0.1, -0.1, 0.0], [0.0, 0.0, -0.1], [0.1, 0.0, 0.0], [-0.1, -0.1, 0.1], [0.0, 0.0, -0.1], [0.0, 0.1, 0.0], [0.0, 0.0, 0.0], [0.0, 0.1, 0.1], [0.0, 0.1, 0.0], [-0.1, 0.0, 0.0], [-0.1, -0.1, -0.1], [0.2, 0.1, 0.0], [0.0, 0.0, 0.1], [-0.2, 0.0, -1.0], [0.0, 0.0, 0.0], [0.0, 0.0, 0.0], [0.0, 0.0, -0.1], [0.0, 0.0, -0.1], [0.1, 0.0, 0.0], [0.0, 0.1, 0.2], [-0.1, 0.0, 0.0], [0.0, 0.0, 0.0], [0.0, -0.2, 0.0], [0.0, 0.0, 0.0], [0.0, 0.0, 0.0], [-0.1, -0.1, 0.2], [0.0, 0.0, 0.1], [0.0, 0.0, 0.0], [0.0, 0.0, 0.0], [0.0, 0.0, 0.0], [-0.1, 0.1, 0.1], [0.1, 0.0, 0.2], [0.0, 0.0, 0.0], [0.0, 0.0, 0.1], [0.0, 0.0, 0.0], [0.0, 0.0, 0.0], [0.0, 0.0, 0.0], [0.0, 0.0, 0.0], [0.0, 0.1, 0.0], [-0.2, 0.6, 0.5], [0.0, 0.0, 0.0], [0.0, -0.2, 0.1], [0.0, 0.0, 0.0], [0.0, 0.0, 0.0], [0.0, 0.0, 0.0], [0.0, 0.0, 0.0], [0.0, 0.0, 0.0], [0.0, 0.0, 0.0], [0.0, 0.0, 0.0], [0.0, 0.1, -0.1], [0.0, 0.1, 0.0], [0.0, 0.0, 0.0], [0.0, 0.0, 0.0], [0.0, -0.1, -0.1], [0.0, 0.0, 0.0], [0.1, -0.2, 0.2], [0.0, 0.0, 0.0], [0.0, 0.0, 0.0], [-0.1, 0.1, 0.2], [-0.1, 0.1, 0.0], [0.0, 0.0, 0.0], [0.0, 0.0, 0.0], [0.0, 0.0, 0.0], [0.0, 0.0, 0.0], [0.0, 0.4, 0.0], [-0.8, -0.1, -0.6], [0.0, 0.0, 0.0], [0.0, 0.0, 0.0], [0.0, 0.0, 0.0], [0.0, 0.0, 0.0], [0.0, 0.0, 0.0], [0.0, 0.0, 0.0], [0.0, 0.0, 0.0], [0.0, 0.1, 0.0], [0.0, 0.0, 0.0], [0.0, 0.0, 0.0]],
  "mulliken_charge": [-0.053, -0.492, -0.450, -0.578, 0.348, -0.408, -0.351, -0.363, -0.228, -0.644, -0.555, -0.733, -0.653, -0.709, -1.050, -0.610, -0.893, -1.414, 0.569, -1.657, -0.530, -0.721, -0.082, 1.284, -1.386, 0.366, -1.307, -0.696, -0.818, -0.739, -1.032, 0.288, 0.313, 0.009, 0.361, 0.104, 0.448, 0.365, 0.337, 0.355, 0.347, 0.281, 0.304, 0.376, 0.139, 0.235, -0.035, 0.215, 0.317, 0.278, 0.083, 0.182, 0.425, 0.285, 0.353, 0.277, 0.298, 0.347, 0.353, 0.411, 0.234, 0.210, 0.444, 0.267, 0.401, 0.398, -0.043, -0.047, 0.337, 0.685, 0.254, 0.263, 0.215, 0.427, 0.372, 0.092, 0.069, 0.123, 0.306, 0.237, 0.377, 0.257, 0.278, 0.425, 0.289, 0.280, 0.384],
  "largest_force_ev_per_a": 2.0,
  "total_charge": -1,
  "orbital_gap_ev": 5.639
}

=====

(2)
{
  "formula": "C19H58O10",
  "method": "ωB97M-V/def2-TZVPD",
  "elements": ["O", "O", "O", "O", "O", "O", "O", "O", "O", "O", "C", "C", "C", "C", "C", "C", "C", "C", "C", "C", "C", "C", "C", "C", "C", "C", "C", "C", "C", "H", "H", "H", "H", "H", "H", "H", "H", "H", "H", "H", "H", "H", "H", "H", "H", "H", "H", "H", "H", "H", "H", "H", "H", "H", "H", "H", "H", "H", "H", "H", "H", "H", "H", "H", "H", "H", "H", "H", "H", "H", "H", "H", "H", "H", "H", "H", "H", "H", "H", "H", "H", "H", "H", "H", "H", "H", "H"],
  "coordinates": [[0.2087, -0.2984, -0.8577], [2.8717, -0.5768, -5.2330], [2.1586, 2.6483, 2.2991], [1.5169, 0.1692, 3.5016], [4.4153, 2.6417, 0.6207], [-3.3640, 1.0742, 3.4193], [-1.4438, 1.4472, -2.5040], [2.2507, -6.3470, -2.4390], [-3.7009, 2.9499, -1.6323], [-1.1008, -2.4157, 0.4797], [-4.8755, -0.7272, 2.7027], [-5.2564, 3.3327, 0.0712], [0.9963, -4.3856, -1.6648], [-4.1011, 2.4766, -0.3598], [-2.4158, -2.7224, -0.0013], [4.1839, 1.6128, -0.3389], [1.7480, 3.8247, 3.0163], [2.2547, -4.9285, -2.3143], [2.6562, -1.3710, -4.0446], [-0.1862, 1.0429, -4.5596], [-2.5535, -2.1673, -1.3935], [-0.6052, 2.0491, -3.5086], [2.9901, -0.5246, -2.8549], [0.1432, -0.2603, 3.6473], [-3.4463, -0.1921, 2.7411], [0.2601, 0.7803, 0.0640], [0.0535, -1.5080, 4.5150], [2.5765, 4.0374, 4.2681], [4.6187, 0.2598, 0.2153], [2.6944, -1.1414, -5.9916], [-5.2344, -1.0001, 3.6970], [-0.8486, 0.8520, -1.9948], [2.3563, 0.3611, -2.8649], [-0.4261, 0.5584, 4.0851], [5.7053, 0.2084, 0.3355], [1.8691, 4.6472, 2.3180], [2.6953, -1.0659, -1.9529], [0.2319, 0.1629, -4.0669], [-3.1743, -2.3186, 0.6806], [0.0857, -4.5750, -2.2347], [0.4960, 1.4932, -5.2756], [-3.2910, 2.6334, 0.3691], [-3.4708, -2.5376, -1.8568], [2.2500, 4.9522, 4.7697], [3.1228, 1.5887, -0.6058], [-1.1642, 2.8802, -3.9363], [2.4158, -4.4820, -3.3064], [1.5414, -6.5910, -3.0410], [-4.9256, -1.6512, 2.1137], [3.6445, 2.7032, 1.2249], [4.0460, -0.2727, -2.8238], [-0.9857, -1.7914, 4.6911], [0.7022, 3.6980, 3.3177], [3.6367, 4.1289, 4.0336], [1.5849, -1.6338, -4.0163], [4.2561, 0.1322, 1.2437], [4.3003, -0.6128, -0.3564], [1.9850, 1.8450, 2.8326], [-3.0347, -0.1181, 1.7342], [1.0997, -3.2996, -1.5439], [-2.5905, -1.0785, -1.4103], [-0.7477, 0.9783, 0.4611], [-0.2502, -1.0404, -0.4249], [-5.7135, 3.0091, 1.0032], [4.8082, 1.8621, -1.1963], [0.5599, -2.3379, 4.0012], [2.4462, 3.1934, 4.9475], [-4.1730, 1.1937, 3.9242], [-4.3581, 1.4063, -0.3881], [-2.5588, -3.8101, 0.0039], [2.0345, -0.5779, 3.1758], [-6.0102, 3.4157, -0.7091], [-0.8803, -2.9107, 1.2725], [0.8736, 0.5566, 0.9482], [0.6675, 1.6941, -0.3578], [-4.8519, 4.3291, 0.2704], [-2.8365, -0.9209, 3.3016], [0.2963, 2.4597, -3.0311], [3.1391, -4.6721, -1.7330], [0.8800, -4.8184, -0.6695], [3.2213, -2.3051, -4.1300], [-1.7282, -2.5181, -2.0155], [0.5625, -1.3994, 5.4717], [-1.0661, 0.6679, -5.0939], [-5.5420, -0.0151, 2.2190], [-0.2775, -0.4737, 2.6571], [-2.9224, 2.4365, -1.9315]],
  "forces_ev_per_a": [[0.1, 0.3, -0.3], [0.1, -0.3, 0.3], [-0.1, 0.0, 0.2], [-0.5, -0.1, 0.1], [-0.2, 0.0, 0.0], [0.1, -0.4, -0.6], [0.8, -0.2, 0.0], [0.0, 0.0, 0.1], [0.3, -0.4, -0.2], [0.1, 0.3, -0.1], [0.3, -0.3, -0.4], [0.0, 0.6, 0.3], [0.3, 0.4, 0.3], [0.4, 0.1, 0.0], [-0.1, -0.5, 0.4], [0.2, 0.0, 0.8], [0.2, -0.9, 0.2], [-0.1, -0.1, -0.5], [-0.6, 0.2, -1.1], [-0.8, -0.2, 0.1], [-0.2, -0.1, -0.2], [0.1, -0.1, 0.3], [-0.3, -0.4, 0.3], [0.3, -0.4, 0.1], [-0.4, -0.3, 0.9], [-0.4, -0.2, 1.3], [0.3, -0.2, -0.3], [0.0, 0.1, -0.1], [0.3, -0.2, 0.7], [0.0, 0.1, 0.0], [0.0, 0.3, 0.0], [-0.6, 0.1, -0.3], [0.2, 0.2, -0.1], [0.2, 0.1, 0.0], [0.0, 0.1, -0.2], [-0.2, 0.1, 0.0], [0.2, 0.0, 0.1], [0.4, 0.2, -0.1], [0.1, 0.1, -0.1], [0.1, -0.1, -0.1], [0.2, -0.2, 0.0], [0.0, -0.3, 0.0], [0.0, 0.1, 0.1], [0.0, -0.1, 0.1], [0.1, 0.0, -0.3], [-0.1, 0.0, 0.0], [-0.1, 0.1, 0.1], [0.0, 0.0, 0.0], [0.1, 0.1, 0.0], [0.3, -0.2, -0.3], [0.0, 0.1, 0.0], [0.0, 0.0, 0.0], [-0.1, 0.3, -0.3], [0.0, 0.0, 0.0], [0.2, -0.1, 0.1], [-0.3, 0.1, -0.2], [0.0, 0.2, -0.2], [0.0, 0.4, -0.2], [0.0, 0.4, 0.0], [-0.1, -0.1, 0.0], [0.1, 0.0, 0.0], [0.1, 0.3, -0.2], [0.2, 0.1, 0.0], [-0.1, -0.3, 0.0], [-0.3, 0.0, -0.2], [-0.2, 0.0, 0.1], [0.0, 0.0, 0.1], [0.0, 0.0, 0.0], [0.0, 0.1, 0.0], [0.1, 0.1, -0.1], [-0.1, 0.1, 0.0], [-0.1, -0.1, 0.0], [-0.2, -0.1, 0.0], [0.1, -0.1, -0.3], [-0.1, -0.1, -0.4], [-0.2, 0.1, -0.2], [0.0, 0.2, -0.2], [-0.2, 0.1, 0.0], [-0.1, -0.1, 0.2], [-0.1, 0.0, 0.0], [0.2, 0.1, 0.3], [0.1, 0.1, 0.0], [-0.1, 0.2, 0.0], [0.0, 0.2, 0.0], [-0.1, 0.1, 0.1], [0.0, 0.1, 0.1], [-0.3, 0.2, 0.2]],
  "mulliken_charge": [0.140, -0.544, -0.429, -0.572, -0.592, -0.531, -0.575, -0.549, -0.551, -0.466, -1.467, -1.444, -0.542, 0.376, 0.322, 0.287, -0.297, -0.416, -0.509, -0.678, -0.876, -0.322, -0.407, 0.581, 0.952, -0.624, -1.305, -1.040, -0.824, 0.305, 0.443, 0.169, 0.070, 0.308, 0.312, 0.332, 0.013, -0.191, -0.242, 0.337, 0.339, 0.134, 0.514, 0.379, -0.204, 0.389, 0.258, 0.318, 0.394, 0.422, 0.421, 0.325, 0.266, 0.265, 0.263, 0.150, 0.224, 0.228, -0.276, -0.006, 0.056, 0.360, -0.107, 0.353, 0.310, 0.335, 0.275, 0.323, 0.102, 0.439, 0.248, 0.354, 0.180, 0.035, 0.346, 0.330, -0.189, 0.258, 0.295, 0.291, 0.374, 0.087, 0.362, 0.409, 0.320, -0.354, 0.448],
  "largest_force_ev_per_a": 1.4,
  "orbital_gap_ev": 9.472,
  "smiles": "CCO.CCO.CCO.CCO.CCO.CCO.CCO.CCO.CCO.CO"
}